No. 1
The following is a quantum chemistry calculation of a structure of composition C39H50ClN7O6S2Sc, from the Open Molecules 2025 dataset.

Geometry as XYZ:
```
106
Properties=species:S:1:pos:R:3:lowdin_charge:R:1
Sc -0.76 -0.13 -0.12 0.898
N -5.17 -0.89 -1.56 0.086
C -3.88 -1.06 -1.14 -0.850
S -3.44 -0.35 0.39 0.663
N -3.08 -1.72 -1.92 -0.002
N -1.79 -1.78 -1.42 -0.087
C -1.14 -2.81 -1.82 -0.062
C 0.21 -3.15 -1.39 -0.159
C 0.94 -4.09 -2.13 -0.051
C 2.22 -4.45 -1.76 -0.083
C 2.78 -3.89 -0.61 -0.067
C 2.06 -2.99 0.15 -0.003
C 0.77 -2.61 -0.22 -0.320
O 0.08 -1.76 0.54 -0.194
H -5.85 -0.61 -0.88 0.080
H -5.47 -1.42 -2.36 0.103
H -1.64 -3.48 -2.51 0.135
H 0.48 -4.52 -3.01 0.118
H 2.77 -5.18 -2.35 0.104
H 3.78 -4.18 -0.31 0.103
H 2.49 -2.56 1.05 0.096
N 0.51 -1.07 3.24 0.200
C 0.06 -0.68 4.61 -0.270
C -0.54 0.72 4.61 -0.092
C -1.87 0.84 3.87 -0.341
N -1.64 0.98 2.42 0.016
C -2.83 -0.31 4.20 -0.098
C -2.23 -1.71 4.29 -0.345
N -1.91 -2.26 2.96 0.047
C -0.94 -1.70 5.13 -0.094
H 0.75 -0.27 2.62 0.085
H -0.30 -1.58 2.78 0.088
H 1.31 -1.69 3.26 0.143
H 0.95 -0.67 5.25 0.133
H 0.17 1.45 4.21 0.115
H -0.70 0.99 5.66 0.135
H -2.35 1.76 4.24 0.142
H -1.00 1.75 2.25 0.074
H -2.52 1.24 1.98 0.007
H -3.66 -0.31 3.49 0.106
H -3.27 -0.09 5.18 0.128
H -2.96 -2.34 4.81 0.141
H -2.58 -1.99 2.25 0.021
H -1.87 -3.27 2.99 0.108
H -0.50 -2.70 5.15 0.128
H -1.18 -1.44 6.16 0.132
O -1.32 1.83 -0.70 -0.623
S -2.08 3.14 -0.80 1.041
C -3.72 2.74 -1.42 -0.286
C -3.83 2.24 -2.83 -0.283
C -4.79 2.81 -3.67 -0.040
C -4.95 2.35 -4.97 -0.069
C -4.15 1.31 -5.45 -0.073
C -3.19 0.75 -4.61 -0.066
C -3.03 1.21 -3.32 -0.064
C -1.45 4.10 -2.23 -0.240
C -0.13 3.69 -2.80 -0.263
C -0.08 3.13 -4.07 -0.030
C 1.14 2.85 -4.67 -0.077
C 2.32 3.13 -3.99 -0.090
C 2.28 3.65 -2.71 -0.079
C 1.06 3.93 -2.11 -0.040
H -4.28 3.67 -1.29 0.104
H -4.09 2.01 -0.69 0.047
H -5.41 3.61 -3.31 0.116
H -5.70 2.79 -5.61 0.108
H -4.28 0.95 -6.46 0.107
H -2.57 -0.06 -4.97 0.107
H -2.28 0.76 -2.68 0.087
H -1.41 5.12 -1.84 0.101
H -2.22 4.06 -3.00 0.089
H -1.01 2.93 -4.60 0.112
H 1.16 2.45 -5.67 0.108
H 3.27 2.94 -4.47 0.106
H 3.19 3.84 -2.17 0.112
H 1.03 4.35 -1.11 0.122
C 1.30 -0.82 -3.91 0.039
C 1.44 -0.16 -2.58 -0.493
N 2.63 0.26 -2.19 0.242
O 0.44 -0.02 -1.84 -0.064
H 2.05 -0.48 -4.62 0.089
H 0.30 -0.63 -4.30 0.091
H 1.41 -1.90 -3.77 0.084
H 3.41 0.20 -2.82 0.128
H 2.68 0.84 -1.34 0.080
C 5.10 -1.16 0.67 -0.017
C 4.64 -1.35 2.08 -0.201
C 4.77 -2.57 2.73 -0.065
C 4.33 -2.74 4.04 -0.670
Cl 4.49 -4.29 4.81 0.682
C 3.77 -1.68 4.73 -0.118
C 3.64 -0.45 4.10 -0.028
C 4.04 -0.29 2.78 -0.237
O 3.97 0.89 2.10 -0.017
C 2.81 1.71 2.24 -0.065
C 1.91 1.47 1.03 -0.540
O 2.29 1.94 -0.04 0.031
O 0.84 0.79 1.21 -0.139
H 5.50 -2.09 0.26 0.081
H 5.87 -0.39 0.61 0.096
H 4.27 -0.83 0.04 0.069
H 5.23 -3.41 2.22 0.117
H 3.47 -1.81 5.76 0.109
H 3.25 0.39 4.66 0.119
H 3.15 2.74 2.22 0.141
H 2.29 1.53 3.18 0.097
```

Properties
ΔE to the lowest compared entry with this formula, charge and spin ... 43.0 kJ/mol
Frontier orbital gap ... 8.137 eV
Total charge ... +1

---

No. 2
The following is a quantum chemistry calculation of a structure of composition C39H51BBaN10O2S3Te in a non-equilibrium geometry, from the Open Molecules 2025 dataset.

Geometry as XYZ:
```
108
Properties=species:S:1:pos:R:3:nbo_charge:R:1
Ba -0.09 0.04 -0.97 1.764
C 0.07 3.54 3.57 -0.609
C 0.53 2.42 4.50 0.148
C 1.38 3.05 5.61 -0.611
C -0.72 1.76 5.10 -0.612
N 1.35 1.34 3.88 -0.386
C 1.87 0.36 4.72 -0.096
C 2.58 -0.49 3.97 -0.030
N 2.50 -0.08 2.66 -0.553
B 3.28 -0.84 1.56 0.611
N 3.96 0.21 0.64 -0.540
C 4.86 1.06 1.26 -0.048
C 5.31 1.93 0.35 -0.088
N 4.70 1.63 -0.86 -0.384
C 3.87 0.55 -0.66 0.321
S 2.94 -0.24 -1.84 -0.461
C 4.92 2.40 -2.11 0.153
C 5.54 1.49 -3.18 -0.626
C 3.60 3.02 -2.58 -0.627
C 5.91 3.53 -1.83 -0.618
N 2.44 -1.94 0.83 -0.561
C 3.11 -2.81 -0.01 -0.022
C 2.33 -3.86 -0.24 -0.100
N 1.14 -3.69 0.47 -0.393
C 1.22 -2.49 1.13 0.269
S 0.04 -1.71 2.07 -0.396
C 0.19 -4.85 0.52 0.147
C 0.98 -6.07 1.02 -0.611
C -1.02 -4.69 1.43 -0.607
C -0.32 -5.08 -0.91 -0.618
C 1.75 1.05 2.59 0.329
S 1.40 1.89 1.16 -0.462
H -0.50 4.25 4.18 0.205
H -0.57 3.17 2.78 0.231
H 0.91 4.06 3.12 0.228
H 0.82 3.88 6.05 0.214
H 2.31 3.44 5.19 0.220
H 1.62 2.34 6.40 0.207
H -1.35 2.51 5.56 0.211
H -0.45 1.02 5.86 0.209
H -1.28 1.25 4.32 0.227
H 1.68 0.34 5.77 0.223
H 3.12 -1.38 4.24 0.232
H 4.17 -1.43 2.13 -0.060
H 5.09 0.96 2.31 0.229
H 6.00 2.74 0.48 0.228
H 4.85 0.69 -3.45 0.249
H 6.47 1.05 -2.81 0.209
H 5.76 2.08 -4.07 0.209
H 2.89 2.25 -2.87 0.248
H 3.79 3.68 -3.43 0.208
H 3.17 3.61 -1.76 0.211
H 6.87 3.15 -1.48 0.212
H 5.50 4.23 -1.09 0.213
H 6.08 4.07 -2.75 0.223
H 4.10 -2.59 -0.37 0.238
H 2.51 -4.72 -0.86 0.225
H 1.33 -5.89 2.03 0.218
H 1.83 -6.29 0.39 0.207
H 0.32 -6.94 1.03 0.216
H -0.73 -4.52 2.46 0.228
H -1.61 -5.61 1.37 0.212
H -1.66 -3.87 1.12 0.224
H 0.49 -5.33 -1.59 0.206
H -0.82 -4.18 -1.28 0.234
H -1.04 -5.90 -0.92 0.217
C -3.05 4.17 -0.62 -0.424
N -1.97 4.14 -1.59 -0.389
C -1.55 5.39 -2.20 -0.406
C -1.30 3.02 -1.79 0.554
O -1.53 1.95 -1.22 -0.763
H -3.77 4.93 -0.90 0.206
H -2.67 4.39 0.39 0.207
H -3.55 3.20 -0.60 0.246
H -2.41 6.03 -2.35 0.211
H -1.08 5.19 -3.17 0.220
H -0.83 5.92 -1.57 0.204
H -0.50 3.10 -2.55 0.164
Te -2.86 -1.09 0.37 0.511
C -3.87 -2.87 -0.24 -0.263
C -4.67 -3.53 0.69 -0.175
C -5.36 -4.67 0.32 -0.233
C -5.27 -5.15 -0.98 -0.209
C -4.47 -4.49 -1.91 -0.198
C -3.76 -3.36 -1.54 -0.250
C -4.27 0.17 -0.61 -0.277
C -4.29 0.27 -2.00 -0.240
C -5.17 1.14 -2.63 -0.203
C -6.03 1.92 -1.87 -0.221
C -6.03 1.81 -0.49 -0.240
C -5.15 0.93 0.14 -0.183
H -4.73 -3.15 1.70 0.213
H -5.99 -5.17 1.04 0.214
H -5.81 -6.04 -1.27 0.214
H -4.39 -4.87 -2.92 0.218
H -3.11 -2.87 -2.26 0.246
H -3.61 -0.33 -2.59 0.225
H -5.18 1.21 -3.71 0.216
H -6.71 2.61 -2.36 0.214
H -6.72 2.40 0.11 0.214
H -5.16 0.85 1.22 0.212
O -1.19 -1.45 -2.40 -0.706
N -1.43 -1.77 -3.62 0.075
C -1.00 -1.00 -4.58 -0.188
C -1.25 -1.37 -5.94 0.268
N -1.43 -1.61 -7.05 -0.300
C -0.33 0.24 -4.33 0.300
N 0.15 1.24 -4.02 -0.376
```

Properties
Frontier orbital gap ... 7.314 eV
Total charge ... 0

---

No. 3
The following is a quantum chemistry calculation of a structure of composition C39H52NZr in a non-equilibrium geometry, from the Open Molecules 2025 dataset.

Geometry as XYZ:
```
93
Properties=species:S:1:pos:R:3:lowdin_charge:R:1
C -2.12 1.44 -4.41 -0.037
C -0.64 1.50 -4.40 -0.335
C 0.28 0.55 -4.98 -0.296
C 0.00 -0.71 -5.68 -0.077
C 1.61 1.01 -4.76 -0.242
C 2.89 0.31 -5.18 -0.058
C 1.52 2.35 -4.23 -0.202
C 2.66 3.28 -4.07 -0.054
C 0.15 2.55 -3.83 -0.246
C -0.46 3.76 -2.99 -0.024
Zr 0.44 0.56 -2.38 1.642
C -1.29 1.20 -1.11 -0.244
C -0.01 -1.54 -2.98 -0.238
C 1.65 -0.11 -0.32 -0.335
C 0.91 -1.17 0.41 -0.049
C 2.63 -0.31 -1.36 -0.277
C 3.14 -1.66 -1.85 -0.038
C 3.12 0.96 -1.78 -0.247
C 4.19 1.17 -2.76 -0.106
C 2.31 1.95 -1.11 -0.233
C 2.47 3.44 -1.22 -0.055
C 1.48 1.29 -0.13 -0.285
C 0.62 1.98 0.85 -0.064
H -2.45 1.31 -5.44 0.090
H -2.49 0.59 -3.84 0.077
H -2.57 2.34 -4.01 0.082
H 0.23 -0.82 -6.73 0.092
H 0.69 -1.51 -5.31 0.067
H -1.00 -1.04 -5.39 0.090
H 3.32 0.87 -6.04 0.109
H 4.03 0.52 -4.46 0.156
H 2.73 -0.77 -5.39 0.097
H 2.98 4.05 -4.79 0.115
H 2.43 3.87 -3.24 0.028
H 4.18 2.18 -3.01 0.014
H -0.94 4.58 -3.60 0.095
H -1.31 3.42 -2.41 0.025
H 0.23 4.23 -2.30 0.040
H -1.19 1.55 -0.12 -0.065
H -1.63 2.21 -1.34 -0.013
H -2.20 0.61 -0.98 0.017
H 0.86 -2.20 -2.86 -0.018
H -0.88 -2.08 -2.57 0.019
H -0.04 -1.91 -3.97 -0.061
H 1.20 -1.15 1.46 0.065
H -0.17 -1.01 0.35 0.075
H 1.14 -2.15 0.00 0.079
H 3.32 -2.35 -1.00 0.088
H 2.39 -2.24 -2.38 0.024
H 3.94 -1.59 -2.62 0.093
H 5.23 0.89 -2.60 0.088
H 3.58 0.25 -3.78 0.123
H 3.46 2.59 -4.16 0.042
H 2.89 4.06 -0.42 0.096
H 3.18 3.65 -2.01 0.056
H 1.47 3.87 -1.35 0.051
H 0.96 2.12 1.85 0.031
H 0.21 2.89 0.40 0.104
H -0.22 1.29 1.04 0.058
C -0.02 -4.52 3.64 0.018
N 0.43 -3.25 4.17 -0.046
C -0.15 -2.05 3.86 0.068
C 0.58 -1.00 4.49 -0.121
C 0.37 0.37 4.29 0.106
C 0.97 1.42 5.07 -0.196
C 1.20 1.32 6.48 -0.028
C 1.92 2.31 7.15 -0.020
C 2.40 3.43 6.45 -0.242
C 3.27 4.43 7.15 -0.039
C 2.08 3.60 5.09 -0.011
C 1.35 2.63 4.42 0.008
C 1.66 -1.66 5.25 -0.096
C 2.79 -1.19 5.92 -0.009
C 3.70 -2.11 6.45 -0.045
C 3.53 -3.50 6.26 -0.048
C 2.44 -3.99 5.51 0.013
C 1.52 -3.05 5.03 -0.146
H 0.65 -5.30 4.00 0.088
H -1.05 -4.74 3.94 0.111
H 0.00 -4.51 2.54 0.110
H -1.03 -1.97 3.23 0.160
H -0.29 0.65 3.46 0.137
H 0.86 0.44 7.03 0.131
H 2.15 2.21 8.22 0.132
H 3.55 5.24 6.46 0.083
H 2.75 4.88 8.01 0.096
H 4.19 3.97 7.53 0.096
H 2.41 4.50 4.57 0.127
H 1.09 2.76 3.37 0.089
H 2.93 -0.11 6.03 0.106
H 4.55 -1.73 7.02 0.114
H 4.26 -4.19 6.68 0.112
H 2.28 -5.05 5.32 0.111
```

Properties
ΔE to the lowest compared entry with this formula, charge and spin ... 959.6 kJ/mol
Frontier orbital gap ... 3.652 eV
Total charge ... +1

---

No. 4
The following is a quantum chemistry calculation of a cluster of 13 separate species, C39H52O39 in total in a non-equilibrium geometry, from the Open Molecules 2025 dataset.

Geometry as XYZ:
```
130
Properties=species:S:1:pos:R:3:lowdin_charge:R:1
C -1.62 -5.37 -1.76 -0.102
C -2.83 -4.46 -1.71 -0.062
O -3.18 -4.34 -3.12 0.068
C -2.24 -4.79 -3.92 -0.589
O -2.20 -4.55 -5.09 0.131
O -1.26 -5.39 -3.16 0.054
H -1.72 -6.42 -1.37 0.147
H -0.82 -5.10 -1.13 0.089
H -2.59 -3.47 -1.39 0.086
H -3.67 -4.88 -1.20 0.128
C 2.30 4.12 -4.37 -0.137
C 2.83 3.58 -3.12 -0.101
O 1.60 3.36 -2.32 0.025
C 0.54 4.01 -2.95 -0.525
O -0.53 4.21 -2.46 0.170
O 0.96 4.52 -4.11 0.083
H 2.32 3.39 -5.20 0.143
H 2.86 5.03 -4.68 0.148
H 3.41 4.27 -2.52 0.132
H 3.43 2.70 -3.18 0.095
C 0.95 0.38 3.25 -0.086
C 1.84 -0.66 3.79 -0.071
O 2.19 -0.09 5.10 0.067
C 1.35 0.84 5.47 -0.642
O 1.42 1.35 6.56 0.128
O 0.57 1.19 4.43 0.058
H 0.07 -0.05 2.78 0.095
H 1.54 1.06 2.61 0.125
H 2.78 -0.89 3.22 0.156
H 1.20 -1.55 4.01 0.140
C 3.43 -4.56 -0.10 -0.056
C 3.94 -4.43 1.33 -0.090
O 3.14 -3.36 1.84 0.054
C 2.23 -2.94 0.95 -0.577
O 1.38 -2.09 1.15 0.127
O 2.36 -3.55 -0.21 0.056
H 3.11 -5.54 -0.43 0.127
H 4.16 -4.20 -0.83 0.113
H 5.00 -4.04 1.27 0.138
H 3.83 -5.23 1.99 0.101
C -5.01 -0.87 1.16 -0.087
C -4.55 0.54 0.90 -0.094
O -3.47 0.67 1.86 0.079
C -3.08 -0.56 2.20 -0.597
O -2.12 -0.85 2.90 0.089
O -3.84 -1.53 1.76 0.087
H -5.27 -1.41 0.26 0.124
H -5.85 -0.98 1.89 0.142
H -5.34 1.28 0.99 0.136
H -4.20 0.59 -0.15 0.100
C 1.66 -2.73 -3.22 -0.079
C 0.49 -2.61 -4.19 -0.096
O 0.58 -1.28 -4.70 0.070
C 1.54 -0.66 -4.03 -0.592
O 1.63 0.53 -3.96 0.139
O 2.40 -1.50 -3.42 0.065
H 2.30 -3.60 -3.42 0.144
H 1.29 -2.72 -2.18 0.095
H -0.54 -2.60 -3.71 0.128
H 0.54 -3.36 -4.92 0.117
C -3.76 -0.33 -4.57 -0.010
C -2.32 -0.74 -4.46 -0.127
O -2.07 -0.87 -3.06 0.034
C -3.27 -0.88 -2.38 -0.594
O -3.29 -1.05 -1.21 0.149
O -4.29 -0.78 -3.21 0.070
H -4.43 -0.72 -5.32 0.125
H -3.93 0.78 -4.53 0.127
H -1.66 0.04 -4.83 0.131
H -2.11 -1.65 -5.06 0.137
C -1.66 -4.24 2.17 -0.028
C -0.72 -3.47 3.15 -0.104
O 0.57 -4.11 3.04 0.034
C 0.48 -5.22 2.22 -0.512
O 1.40 -5.96 1.96 0.136
O -0.76 -5.33 1.67 0.035
H -1.86 -3.68 1.25 0.114
H -2.50 -4.64 2.68 0.112
H -1.14 -3.49 4.14 0.129
H -0.64 -2.45 2.80 0.076
C -3.15 4.80 -0.75 -0.061
C -3.72 5.17 -2.18 -0.089
O -3.68 3.90 -2.82 0.047
C -3.51 2.91 -1.91 -0.589
O -3.73 1.79 -2.23 0.162
O -3.22 3.36 -0.71 0.080
H -3.92 5.13 -0.08 0.118
H -2.17 5.15 -0.53 0.108
H -3.10 5.90 -2.75 0.145
H -4.76 5.43 -2.07 0.120
C 3.62 0.07 -0.42 -0.096
C 4.71 0.59 -1.35 -0.100
O 5.46 -0.59 -1.65 0.075
C 5.29 -1.46 -0.63 -0.528
O 5.86 -2.49 -0.51 0.160
O 4.35 -0.98 0.28 0.039
H 2.79 -0.30 -0.98 0.099
H 3.29 0.80 0.35 0.120
H 5.35 1.32 -0.84 0.136
H 4.19 1.04 -2.23 0.123
C -0.73 4.11 2.99 -0.049
C -1.38 3.99 4.34 -0.108
O -2.59 4.70 4.17 0.096
C -2.61 5.40 3.09 -0.641
O -3.56 5.96 2.63 0.137
O -1.46 5.28 2.41 0.057
H -0.89 3.25 2.32 0.123
H 0.35 4.27 2.88 0.119
H -0.90 4.52 5.13 0.124
H -1.57 3.01 4.80 0.143
C 0.04 0.79 -1.12 -0.054
C -0.91 0.74 0.11 -0.011
O -0.91 -0.70 0.44 0.061
C -0.49 -1.40 -0.58 -0.616
O -0.45 -2.59 -0.72 0.122
O 0.11 -0.60 -1.49 0.026
H 1.01 1.31 -0.92 0.126
H -0.40 1.13 -2.03 0.115
H -1.90 1.11 -0.09 0.098
H -0.53 1.33 0.93 0.102
C 2.89 3.98 4.80 -0.067
C 3.95 2.91 5.05 -0.079
O 4.35 2.51 3.72 0.066
C 3.54 3.07 2.79 -0.582
O 3.59 2.82 1.62 0.124
O 2.70 3.93 3.36 0.046
H 3.21 4.97 5.11 0.133
H 1.92 3.69 5.21 0.121
H 3.61 1.99 5.61 0.138
H 4.76 3.38 5.53 0.109
```

Properties
ΔE to the lowest compared entry with this formula, charge and spin ... 139.9 kJ/mol
Frontier orbital gap ... 10.955 eV
Total charge ... 0

---

In order of appearance, LUMO level = -0.06598; 0.00793; -0.17664; 0.01528 Ha.
In order of appearance, E = -4368.27018; -3727.85936; -1618.52138; -4451.79535 a.u..